[1]
{"formula": "C17H66F6MgN31O22S2", "method": "ωB97M-V/def2-TZVPD", "orbital_gap_ev": [2.73, 7.96], "total_charge": 0, "homo_ev": [-3.493, -8.789], "spin_multiplicity": 2, "species": ["Mg", "C", "F", "F", "F", "S", "O", "O", "N", "S", "O", "O", "C", "F", "F", "F", "C", "O", "N", "N", "H", "H", "H", "H", "C", "O", "N", "N", "H", "H", "H", "H", "C", "O", "N", "N", "H", "H", "H", "H", "C", "O", "N", "N", "H", "H", "H", "H", "C", "O", "N", "N", "H", "H", "H", "H", "C", "O", "N", "N", "H", "H", "H", "H", "C", "O", "N", "N", "H", "H", "H", "H", "C", "O", "N", "N", "H", "H", "H", "H", "C", "O", "N", "N", "H", "H", "H", "H", "C", "O", "N", "N", "H", "H", "H", "H", "C", "O", "N", "N", "H", "H", "H", "H", "C", "O", "N", "N", "H", "H", "H", "H", "C", "O", "N", "N", "H", "H", "H", "H", "C", "O", "N", "N", "H", "H", "H", "H", "C", "O", "N", "N", "H", "H", "H", "H", "O", "H", "H", "O", "H", "H", "O", "H", "H"], "coordinates": [[-1.25, 1.48, 2.87], [-0.60, -1.67, 0.21], [0.08, -2.43, -0.72], [-1.83, -1.19, -0.11], [-0.68, -2.41, 1.34], [0.50, -0.06, 0.49], [1.58, -0.37, 1.47], [1.15, 0.24, -0.78], [-0.70, 1.06, 1.14], [-1.25, 1.86, -0.14], [-1.24, 1.10, -1.39], [-2.47, 2.64, 0.16], [-0.04, 3.35, -0.43], [0.82, 3.06, -1.49], [-0.81, 4.40, -0.78], [0.50, 3.69, 0.69], [1.01, -3.06, 4.38], [0.57, -3.59, 3.43], [2.23, -3.13, 4.74], [0.31, -2.35, 5.24], [2.41, -2.75, 5.66], [2.82, -3.78, 4.23], [-0.66, -2.26, 5.00], [0.73, -1.68, 5.86], [-4.19, 0.57, 2.56], [-3.27, 1.41, 2.63], [-4.95, 0.51, 1.48], [-4.55, -0.36, 3.50], [-5.60, -0.26, 1.49], [-4.98, 1.34, 0.92], [-5.16, -1.08, 3.14], [-4.06, -0.43, 4.38], [4.65, -0.79, -2.07], [5.80, -1.01, -1.89], [4.00, 0.30, -1.60], [3.82, -1.52, -2.78], [3.02, 0.52, -1.67], [4.48, 0.81, -0.86], [2.89, -1.17, -2.94], [4.20, -2.35, -3.22], [3.97, 0.74, 3.91], [3.41, 1.80, 3.92], [3.82, -0.26, 3.08], [4.85, 0.37, 4.81], [3.09, -0.12, 2.40], [4.32, -1.10, 3.34], [4.96, 1.02, 5.57], [5.32, -0.52, 4.84], [-3.21, 6.93, -0.03], [-2.95, 7.76, -0.86], [-3.24, 5.64, -0.15], [-3.25, 7.31, 1.23], [-2.75, 5.22, -0.93], [-3.21, 5.16, 0.74], [-3.13, 8.29, 1.45], [-3.32, 6.59, 1.94], [-0.94, -7.02, 0.86], [-1.93, -7.69, 0.55], [0.25, -7.46, 0.81], [-1.06, -5.79, 1.10], [0.42, -8.44, 0.63], [1.02, -6.83, 0.98], [-1.96, -5.32, 1.07], [-0.23, -5.36, 1.47], [-0.85, 5.25, -4.57], [-1.49, 6.26, -4.38], [0.34, 5.08, -4.19], [-1.20, 4.21, -5.34], [0.86, 5.82, -3.75], [0.72, 4.14, -4.22], [-0.67, 3.35, -5.26], [-2.01, 4.43, -5.89], [0.11, 0.32, -5.19], [-0.17, 1.52, -5.03], [0.10, -0.55, -4.25], [0.56, -0.19, -6.32], [0.07, -0.23, -3.29], [0.27, -1.47, -4.62], [0.59, 0.34, -7.18], [0.94, -1.12, -6.23], [-0.03, 7.19, 1.67], [-0.64, 6.74, 2.67], [0.66, 6.47, 0.90], [0.22, 8.47, 1.43], [0.59, 5.46, 0.97], [1.07, 7.01, 0.15], [1.22, 8.53, 1.32], [-0.31, 9.14, 1.97], [2.06, -6.15, -1.91], [1.47, -7.13, -2.34], [3.35, -6.10, -1.96], [1.51, -5.10, -1.42], [3.99, -5.38, -1.66], [3.82, -6.87, -2.42], [2.26, -4.48, -1.18], [0.53, -4.89, -1.33], [4.42, 3.22, 0.05], [4.14, 2.19, 0.65], [5.56, 3.38, -0.45], [3.73, 4.32, 0.02], [6.14, 2.56, -0.27], [5.74, 4.35, -0.66], [2.92, 4.35, 0.61], [4.02, 5.11, -0.54], [4.41, -3.26, 0.91], [4.96, -4.13, 0.19], [3.35, -3.55, 1.56], [4.75, -1.97, 0.94], [3.08, -4.52, 1.49], [2.94, -2.84, 2.15], [5.61, -1.66, 0.51], [4.22, -1.20, 1.31], [-5.19, 0.05, -2.24], [-6.18, 0.08, -1.49], [-4.23, -0.85, -2.22], [-4.95, 0.86, -3.18], [-3.57, -0.84, -2.99], [-4.08, -1.45, -1.42], [-4.29, 0.66, -3.92], [-5.50, 1.70, -3.31], [-2.13, -4.23, -2.81], [-2.43, -4.11, -1.63], [-1.30, -3.39, -3.33], [-2.54, -5.06, -3.63], [-1.13, -2.61, -2.71], [-0.87, -3.43, -4.24], [-3.15, -5.78, -3.27], [-1.89, -5.19, -4.39], [-4.68, -3.17, 0.93], [-5.26, -2.61, 1.82], [-3.48, -3.63, 0.97], [-5.12, -3.28, -0.26], [-3.02, -3.59, 1.87], [-3.09, -3.83, 0.06], [-6.11, -3.07, -0.36], [-4.66, -3.79, -1.01], [0.57, 1.53, 3.59], [1.20, 2.09, 3.14], [1.01, 1.27, 4.40], [-1.35, -0.34, 3.41], [-2.06, -0.75, 3.90], [-0.71, -1.03, 3.29], [-1.13, 3.56, 2.72], [-0.34, 4.02, 3.00], [-1.84, 4.20, 2.86]]}

[2]
{"formula": "C4H13NO2", "method": "ωB97M-V/def2-TZVPD", "orbital_gap_ev": 8.94, "total_charge": 0, "homo_ev": -8.404, "relative_energy_kcal_mol": 50.8, "smiles": "C=CCNC.O.O", "species": ["C", "C", "C", "N", "C", "H", "H", "H", "H", "H", "H", "H", "H", "H", "O", "H", "H", "O", "H", "H"], "coordinates": [[-1.91, 0.95, -0.23], [-1.71, 0.17, -1.27], [-0.49, -0.73, -1.45], [0.79, -0.18, -0.95], [1.84, -1.20, -1.02], [-2.86, 1.38, 0.08], [-1.10, 1.16, 0.47], [-2.37, 0.30, -2.13], [-0.54, -1.80, -1.29], [-0.32, -0.49, -2.49], [0.82, 0.13, 0.01], [2.21, -1.36, -2.04], [2.69, -0.96, -0.40], [1.44, -2.16, -0.70], [1.05, 1.95, 2.42], [0.69, 2.52, 3.12], [1.29, 2.52, 1.69], [-0.34, -0.97, 1.89], [-1.28, -0.87, 1.80], [0.11, -0.37, 2.48]]}

[3]
{"formula": "C5H11CrO4", "method": "ωB97M-V/def2-TZVPD", "orbital_gap_ev": [7.07, 8.28], "total_charge": 1, "homo_ev": [-13.903, -13.956], "relative_energy_kcal_mol": 42.1, "spin_multiplicity": 5, "species": ["C", "O", "H", "H", "H", "O", "C", "C", "O", "C", "C", "O", "Cr", "H", "H", "H", "H", "H", "H", "H", "H"], "coordinates": [[-2.23, -0.85, 2.01], [-1.88, -1.87, 1.17], [-3.14, -1.19, 2.54], [-1.44, -0.61, 2.74], [-2.40, 0.10, 1.48], [1.11, 2.78, -0.65], [1.18, 2.28, -1.91], [0.41, 0.86, -1.98], [0.83, 0.13, -0.88], [0.00, -1.23, -0.05], [0.92, -1.34, 1.17], [1.08, -0.10, 1.78], [1.10, 1.40, 0.66], [2.21, 2.04, -2.23], [0.70, 2.92, -2.68], [0.64, 0.36, -2.93], [-0.67, 1.10, -1.89], [0.08, -2.13, -0.68], [-0.94, -0.75, -0.37], [1.88, -1.78, 0.84], [0.54, -2.11, 1.86]]}

[4]
{"formula": "C4H7NO", "method": "ωB97M-V/def2-TZVPD", "orbital_gap_ev": 8.36, "total_charge": 0, "homo_ev": -7.518, "relative_energy_kcal_mol": 85.3, "smiles": "NC(O)=C1CC1", "species": ["N", "C", "O", "C", "C", "C", "H", "H", "H", "H", "H", "H", "H"], "coordinates": [[-1.91, -0.35, 0.32], [-0.71, -0.27, 0.85], [-0.56, -0.72, 2.08], [0.46, 0.30, 0.33], [0.70, 0.91, -1.01], [1.42, -0.28, -0.58], [-2.03, 0.03, -0.59], [-2.69, -0.56, 0.91], [0.48, -0.33, 1.99], [-0.01, 0.79, -1.80], [1.21, 1.85, -1.08], [2.45, -0.18, -0.34], [1.19, -1.20, -1.07]]}

[5]
{"formula": "C2H3I2NO2", "method": "ωB97M-V/def2-TZVPD", "orbital_gap_ev": 8.99, "total_charge": 0, "homo_ev": -9.572, "relative_energy_kcal_mol": 56.3, "species": ["C", "C", "N", "O", "O", "I", "I", "H", "H", "H"], "coordinates": [[0.19, 0.00, 0.07], [1.57, -0.15, 0.67], [1.45, -1.38, 1.71], [1.44, -2.45, 1.19], [1.34, -1.10, 2.86], [3.04, -0.71, -0.78], [2.13, 1.56, 1.84], [0.17, 0.85, -0.62], [-0.08, -0.89, -0.48], [-0.54, 0.19, 0.85]]}

[6]
{"formula": "C4H6N2O", "method": "ωB97M-V/def2-TZVPD", "orbital_gap_ev": 8.18, "total_charge": 0, "homo_ev": -7.415, "relative_energy_kcal_mol": 43.1, "smiles": "Nc1ccc(O)[nH]1", "species": ["N", "C", "C", "C", "C", "O", "N", "H", "H", "H", "H", "H", "H"], "coordinates": [[0.19, 2.17, -0.89], [0.07, 0.84, -0.46], [0.39, -0.32, -1.08], [0.15, -1.41, -0.15], [-0.39, -0.84, 0.95], [-0.92, -1.31, 2.11], [-0.36, 0.57, 0.87], [-0.68, 2.69, -0.86], [0.56, 2.20, -1.84], [0.77, -0.43, -2.09], [0.34, -2.46, -0.31], [-0.60, -2.20, 2.26], [0.48, 0.52, 1.48]]}

[7]
{"formula": "C2H5NO3", "method": "ωB97M-V/def2-TZVPD", "orbital_gap_ev": 10.89, "total_charge": 0, "homo_ev": -10.514, "relative_energy_kcal_mol": 21.9, "smiles": "O=CNC=O.O", "species": ["O", "C", "N", "C", "O", "H", "H", "H", "O", "H", "H"], "coordinates": [[-2.09, 1.86, -1.78], [-1.39, 0.89, -1.72], [-0.82, 0.41, -0.52], [0.55, 0.41, -0.34], [1.32, 0.23, -1.25], [-1.00, 0.42, -2.64], [-1.42, 0.68, 0.24], [0.91, 0.41, 0.70], [1.51, -2.02, 2.21], [1.83, -1.18, 2.54], [0.61, -2.10, 2.55]]}

[8]
{"formula": "C2H2N2OS2", "method": "ωB97M-V/def2-TZVPD", "orbital_gap_ev": [6.15, 7.73], "total_charge": 0, "homo_ev": [-9.090, -9.474], "relative_energy_kcal_mol": 79.1, "species": ["C", "C", "N", "N", "O", "S", "S", "H", "H"], "coordinates": [[-1.23, -0.71, 0.18], [-1.58, 0.58, -0.34], [0.86, 0.05, 0.19], [0.03, -0.98, 0.34], [-2.63, 1.12, -0.48], [3.10, 0.59, -0.27], [0.10, 1.41, -0.56], [-2.01, -1.51, 0.52], [3.35, -0.55, 0.43]]}

[9]
{"formula": "C13H15F9N2P2S", "method": "ωB97M-V/def2-TZVPD", "orbital_gap_ev": 4.86, "total_charge": 0, "homo_ev": -8.183, "species": ["F", "C", "F", "C", "F", "C", "C", "C", "N", "C", "C", "C", "C", "C", "N", "C", "C", "C", "P", "S", "H", "H", "H", "H", "H", "H", "H", "H", "H", "H", "H", "H", "H", "H", "H", "F", "P", "F", "F", "F", "F", "F"], "coordinates": [[-1.14, 1.00, 4.01], [-1.55, 0.74, 2.58], [-2.09, 1.91, 1.84], [-1.43, -0.65, 2.08], [-0.82, -1.66, 3.02], [-1.94, -1.22, 0.63], [-1.51, -0.30, -0.66], [-0.12, -0.84, -1.42], [0.83, -1.72, -0.94], [1.94, -1.85, -2.00], [1.86, -0.57, -3.03], [2.60, 0.84, -2.63], [1.99, 2.36, -2.98], [2.92, 3.61, -2.51], [4.21, 3.66, -1.78], [4.80, 2.34, -1.39], [4.04, 0.96, -1.82], [0.24, -0.31, -2.93], [-0.46, -1.63, -4.14], [-1.84, -2.70, -3.30], [-1.47, -2.31, 0.49], [-3.11, -1.34, 0.69], [-2.42, -0.21, -1.43], [-1.28, 0.80, -0.32], [0.79, -2.20, 0.00], [2.91, -1.64, -1.35], [2.10, -2.91, -2.48], [2.34, -0.89, -4.05], [0.97, 2.50, -3.57], [2.46, 4.68, -2.79], [5.84, 2.34, -0.82], [4.57, -0.05, -1.51], [-0.22, 0.68, -3.34], [0.62, -2.54, -4.54], [-0.99, -1.03, -5.35], [-4.70, 1.14, 6.49], [-3.66, 0.02, 6.82], [-2.14, -0.28, 6.72], [-4.58, -0.39, 8.01], [-3.68, 0.13, 5.27], [-3.92, -1.51, 6.65], [-2.97, 1.04, 7.77]]}

Number 1: F_max 7.6 eV/A, calculated total energy -5636.051430 hartree. Number 2: F_max 3.5 eV/A, calculated total energy -365.361503 hartree. Number 3: F_max 3.7 eV/A, calculated total energy -1542.083259 hartree. Number 4: F_max 2.7 eV/A, calculated total energy -286.495758 hartree. Number 5: F_max 2.3 eV/A, calculated total energy -878.516018 hartree. Number 6: F_max 1.8 eV/A, calculated total energy -340.726170 hartree. Number 7: F_max 1.9 eV/A, calculated total energy -359.674382 hartree. Number 8: F_max 3.2 eV/A, calculated total energy -1058.387622 hartree. Number 9: F_max 6.2 eV/A, calculated total energy -2593.033628 hartree.